112
Properties=species:S:1:pos:R:3:mulliken_charge:R:1 method="wB97M-V/def2-TZVPD" e_homo_ev="-9.0 / -10.0" s2=9.14 total_charge=+1 multiplicity=6 lumo_energy_ev="-3.33 / -3.35"
Fe 0.049 1.894 0.472 0.6469
C 0.462 -1.963 8.232 -1.5326
C 0.315 -1.601 6.781 0.9121
C -0.482 -2.370 5.935 -0.9157
C -0.614 -2.052 4.594 -0.5245
C 0.078 -0.958 4.093 0.1664
C 0.867 -0.166 4.911 -0.3915
C 0.978 -0.496 6.253 -0.9118
S -0.124 -0.596 2.377 1.2262
O 0.457 0.819 2.228 -1.1860
C 1.114 -1.674 1.690 1.0870
C 2.447 -1.630 2.164 -0.8934
C 3.385 -2.423 1.586 -1.4434
C 3.038 -3.310 0.529 0.7715
C 4.003 -4.150 -0.076 -0.9225
C 3.655 -4.987 -1.097 -0.7327
C 2.324 -5.025 -1.567 -0.9159
C 1.372 -4.221 -1.007 -0.7201
C 1.707 -3.348 0.059 1.4415
C 0.735 -2.481 0.647 -0.6960
C -0.619 -2.352 0.037 -0.2263
C -1.714 -3.237 0.370 0.5637
C -1.493 -4.413 1.100 -0.5244
C -2.515 -5.324 1.290 -1.0903
C -3.767 -5.081 0.739 -0.9000
C -4.004 -3.904 0.042 -0.2932
C -3.003 -2.957 -0.126 -0.6904
C -3.293 -1.615 -0.758 0.8269
C -2.075 -1.042 -1.402 -1.7254
C -0.833 -1.381 -0.945 0.8635
S 0.585 -0.411 -1.444 0.5056
O 0.083 1.037 -1.377 -0.7875
C 0.709 -0.745 -3.165 0.4829
C 1.645 -1.686 -3.562 -0.5401
C 1.771 -1.978 -4.913 -0.9962
C 0.990 -1.327 -5.861 1.0970
C 1.117 -1.650 -7.322 -1.6033
C 0.078 -0.359 -5.431 -0.9913
C -0.072 -0.062 -4.091 -0.4160
H -0.445 -2.428 8.617 0.3859
H 0.682 -1.085 8.838 0.3803
H 1.280 -2.673 8.368 0.2906
H -1.019 -3.221 6.336 0.3881
H -1.246 -2.648 3.945 0.4814
H 1.362 0.706 4.506 0.3720
H 1.586 0.121 6.904 0.3915
H 2.706 -0.957 2.971 0.5055
H 4.413 -2.393 1.924 0.4288
H 5.024 -4.118 0.285 0.4927
H 4.399 -5.629 -1.549 0.4268
H 2.059 -5.695 -2.374 0.4970
H 0.351 -4.246 -1.369 0.4571
H -0.504 -4.617 1.492 0.6009
H -2.332 -6.234 1.846 0.4799
H -4.562 -5.806 0.855 0.4141
H -4.988 -3.710 -0.368 0.6030
H -4.089 -1.707 -1.502 0.9588
H -2.200 -0.258 -2.137 0.3548
H 2.269 -2.183 -2.829 0.5490
H 2.500 -2.712 -5.234 0.3782
H 2.049 -2.171 -7.535 0.3755
H 1.081 -0.746 -7.929 0.3991
H 0.294 -2.292 -7.643 0.3007
H -0.516 0.174 -6.163 0.4217
H -0.756 0.712 -3.768 0.3172
O -4.995 2.534 -1.317 -0.4789
C -5.019 1.326 -0.701 1.5023
C -6.234 0.625 -0.591 -1.1232
C -6.331 -0.527 0.232 -0.6943
C -5.220 -1.097 0.745 -1.2220
C -3.862 -0.607 0.352 1.2396
C -3.868 0.821 -0.138 -0.7184
C -2.650 1.597 0.125 -0.3610
O -1.653 0.933 0.626 0.4782
N -2.585 2.888 -0.063 -0.6725
N -1.331 3.332 0.406 0.2665
C -1.317 4.597 0.660 0.1540
S -2.657 5.625 0.248 -0.0109
C -1.969 7.093 1.064 -0.5977
C -0.455 7.014 1.006 -0.6281
S -0.001 5.342 1.523 0.0360
H -5.896 2.793 -1.540 0.3238
H -7.125 1.042 -1.044 0.3292
H -7.311 -0.928 0.456 0.4705
H -5.289 -1.964 1.386 0.6433
H -3.168 -0.677 1.192 -0.0903
H -2.315 7.115 2.097 0.3176
H -2.346 7.972 0.543 0.4051
H 0.017 7.715 1.692 0.4500
H -0.083 7.188 -0.004 0.2230
C 1.374 4.980 -2.212 -0.8339
N 2.190 4.031 -2.933 0.2096
C 3.551 4.501 -3.095 -0.9346
C 2.075 2.671 -2.434 -1.7993
C 2.658 2.433 -1.043 1.6447
C 4.030 2.183 -0.953 -0.5076
C 4.694 2.125 0.263 -0.9952
C 3.995 2.334 1.439 -0.8072
C 2.616 2.518 1.393 -0.2716
C 1.962 2.512 0.166 1.0118
H 1.416 5.948 -2.717 0.4467
H 1.703 5.126 -1.174 0.2638
H 0.334 4.644 -2.198 0.2189
H 3.537 5.470 -3.594 0.4085
H 4.109 3.805 -3.724 0.2737
H 4.095 4.618 -2.145 0.3051
H 2.612 2.027 -3.137 0.6160
H 1.026 2.386 -2.459 0.0249
H 4.589 2.058 -1.875 0.5014
H 5.760 1.939 0.286 0.4496
H 4.507 2.338 2.394 0.4717
H 2.074 2.648 2.320 0.3905